1.
The following is a DFT calculation (ωB97M-V/def2-TZVPD) of a cluster of 8 separate species, C5H27NO8S in total at a distorted geometry.

The geometry in XYZ format:
```
42
Properties=species:S:1:pos:R:3:mulliken_charge:R:1
C -1.9250 -1.8717 -1.2354 -0.75
N -2.3018 -0.7435 -2.0896 -0.29
C -1.3096 -0.2447 -2.9932 -0.56
O -0.2285 0.4367 -2.3338 -0.61
C -1.8178 -1.5489 0.2927 -0.64
C -0.3957 -1.1080 0.7210 -0.02
C -0.1219 -1.0192 2.2226 -0.33
S -0.9870 0.4270 2.8963 0.22
H -2.7649 -2.5710 -1.2460 0.32
H -1.0422 -2.4123 -1.5741 0.36
H -2.7250 -0.0028 -1.5337 0.33
H -0.9660 -0.9903 -3.7067 0.42
H -1.7974 0.5154 -3.6120 0.31
H -0.5593 0.7796 -1.5088 0.09
H -2.5510 -0.7818 0.5580 0.27
H -2.0713 -2.4117 0.9103 0.39
H 0.2715 -1.8791 0.3307 0.18
H -0.1074 -0.1787 0.2312 0.30
H -0.3231 -1.8504 2.9040 0.55
H 0.9659 -0.9543 2.3467 0.20
H 0.0189 1.2789 3.1722 0.30
H 2.4889 1.2086 2.1408 0.34
H 2.1696 1.9456 0.8700 0.38
O 1.8270 1.8698 1.8252 -0.69
H -0.7326 3.2641 0.2317 0.29
H 0.1420 2.1401 0.9302 0.21
O -0.4620 2.3531 0.1590 -0.62
H 3.2255 -2.6222 -0.8862 0.29
H 1.8682 -1.9383 -1.1547 0.20
O 2.5757 -2.0460 -0.5082 -0.59
H 2.2336 -0.0119 -3.8173 0.28
H 1.2739 -0.1655 -2.5923 0.45
O 2.1126 -0.4847 -2.9922 -0.64
H -3.8747 1.7101 0.9667 0.35
H -2.3444 1.9762 0.5522 0.32
O -3.2891 2.0917 0.2852 -0.63
H 3.6220 -1.6187 1.4904 0.31
H 2.4118 -0.7481 1.1428 0.28
O 3.1291 -0.8450 1.8028 -0.67
H 2.4535 0.5440 -1.2578 0.36
H 1.3344 1.6702 -1.4049 0.36
O 2.1106 1.3658 -0.9070 -0.62
```

## Properties
Strongest force on any atom ... 0.03945 Eh/bohr
Charge ... +1
Spin multiplicity ... 2
⟨S²⟩ ... 0.753
Calculated total energy ... -1261.22936 Eh
Relative energy (zero: lowest compared OMol25 entry of this formula, charge and spin) ... 0.0 kcal per mole
HOMO-LUMO gap (spin up / spin down) ... 9.26 / 3.73 eV

---

2.
The following is a DFT calculation (ωB97M-V/def2-TZVPD) of a cluster of 8 separate species, C5H27NO9 in total at a distorted geometry.

The geometry in XYZ format:
```
42
Properties=species:S:1:pos:R:3:mulliken_charge:R:1
C 0.8685 -0.9400 1.8363 -1.17
C 1.2584 -0.2147 0.5312 0.12
C 2.4011 -0.9206 -0.2723 -0.88
C 2.8761 -0.0134 -1.4082 -0.67
O 1.8413 0.6488 -2.1241 -0.38
N 0.0452 -0.1923 -0.3466 0.72
C -0.8669 0.8869 -0.1997 -1.11
O -2.0184 0.7868 0.6647 -0.64
H 0.4130 -1.8694 1.5450 0.00
H 1.8407 -0.9915 2.3528 0.47
H 0.2343 -0.1656 2.2711 0.26
H 1.4646 0.8411 0.6906 0.46
H 1.9156 -1.8534 -0.6509 0.25
H 3.2003 -1.1723 0.4134 0.43
H 3.4934 0.7812 -0.9906 0.33
H 3.3275 -0.7216 -2.1040 0.36
H 1.3981 -0.0772 -2.5683 0.24
H -0.4029 -1.1046 -0.4134 0.13
H -1.4505 1.0583 -1.1164 0.25
H -0.3120 1.7835 0.0461 0.61
H -1.7537 0.4924 1.5482 0.35
O -0.2478 2.7161 -2.5671 -0.66
H 0.3498 2.0723 -2.9561 0.31
H -0.8523 2.1652 -2.0570 0.26
O -0.6499 -0.0854 -3.8017 -0.51
H -1.3794 -0.5761 -3.4208 0.26
H -0.7881 -0.2772 -4.7372 0.26
O -4.4853 -1.2709 1.6322 -0.65
H -4.7017 -1.7310 0.8179 0.31
H -4.8495 -0.3962 1.4393 0.32
O 1.8632 3.5727 1.2527 -0.60
H 2.8063 3.5040 1.0624 0.29
H 1.5830 4.3196 0.7309 0.30
O -2.4049 -1.9556 -0.4762 -0.67
H -2.6030 -1.1146 -0.0351 0.38
H -1.9334 -1.7517 -1.2986 0.26
O -0.5838 -4.2775 1.0910 -0.64
H -0.8616 -3.4920 1.5507 0.33
H -1.2584 -4.7270 0.5589 0.31
O 0.1433 1.9699 3.5721 -0.59
H 0.2777 1.6295 4.4569 0.30
H 0.8023 2.6635 3.4803 0.29
```

## Properties
SMILES ... C[C@@H](CCO)NCO.O.O.O.O.O.O.O
Strongest force on any atom ... 0.05817 Eh/bohr
Charge ... 0
Calculated total energy ... -938.55351 Eh
Relative energy (zero: lowest compared OMol25 entry of this formula, charge and spin) ... 77.4 kcal per mole
HOMO-LUMO gap ... 8.58 eV

---

3.
The following is a DFT calculation (ωB97M-V/def2-TZVPD) of a cluster of 8 separate species, C5H28N2O8 in total at a distorted geometry.

The geometry in XYZ format:
```
43
Properties=species:S:1:pos:R:3:mulliken_charge:R:1
C 1.4174 1.2527 0.6608 0.29
O 2.0774 2.4832 0.8612 -0.66
C 2.0286 0.4600 -0.5521 0.12
C 0.9811 -0.3343 -1.3819 -0.62
C 0.6546 -1.7980 -0.9044 0.21
C 1.6184 -2.7006 -0.7017 -0.97
N -0.7453 -2.0364 -0.4217 -0.01
N 2.4497 1.5932 -1.5650 -0.31
H 0.3700 1.5913 0.4507 -0.36
H 1.4343 0.6876 1.6414 0.37
H 3.0235 2.4211 1.1772 0.37
H 2.9393 -0.2224 -0.3719 0.41
H 1.4585 -0.5342 -2.2909 0.52
H -0.0700 0.1675 -1.3969 -0.07
H 2.7020 -2.5880 -0.8000 0.27
H 1.4339 -3.7464 -0.3771 0.29
H -1.4760 -1.3627 -0.7036 0.33
H -0.6203 -1.8459 0.5891 0.32
H -1.1556 -3.0265 -0.7896 0.45
H 1.6079 2.2080 -1.8149 0.32
H 3.1420 2.1943 -0.9802 0.41
H 3.0637 1.4061 -2.4533 0.40
H -1.0620 2.1611 -2.3081 0.23
H -1.1715 2.7183 -0.8720 0.21
O -0.7899 2.0851 -1.4287 -0.48
H 0.2440 -1.9340 3.2224 0.29
H -0.8962 -0.8538 2.7342 0.40
O -0.2000 -1.5910 2.4411 -0.83
H -1.1543 3.2133 1.8732 0.35
H -2.6680 2.8878 2.1003 0.29
O -1.8656 2.4545 1.8993 -0.65
H -3.2066 -2.7189 -2.2422 0.30
H -3.0010 -1.1571 -2.3827 0.39
O -2.5593 -2.0592 -2.2471 -0.68
H -4.5550 0.2131 -1.5189 0.32
H -3.6462 0.8196 -2.5368 0.32
O -3.6179 0.3097 -1.8051 -0.63
H -1.7484 0.9427 2.3447 0.43
H -1.9218 0.7009 3.9389 0.32
O -1.8305 0.2529 3.0372 -0.71
H 3.1318 -1.8585 2.2587 0.33
H 1.6419 -1.5063 1.9688 0.30
O 2.5416 -1.3500 1.6474 -0.57
```

## Properties
Strongest force on any atom ... 0.09354 Eh/bohr
Charge ... +2
Calculated total energy ... -918.09749 Eh
Relative energy (zero: lowest compared OMol25 entry of this formula, charge and spin) ... 81.2 kcal per mole
HOMO-LUMO gap ... 10.47 eV